Entry 1:
Computed, not measured: 3 unconnected molecules or ions with the total composition C4H11O4 at a distorted geometry, with ωB97M-V/def2-TZVPD.

The HOMO energy comes out at -0.121 Eh. Its energy above the lowest of the compared OMol25 structures with the same formula, charge and spin is 2.7768 eV. Its charge is -1.

Positions of all 19 atoms, in Å:
1 C 0.514 -0.429 1.903
2 O 0.727 0.818 1.506
3 C -0.535 -1.214 1.025
4 C -0.004 -1.296 -0.408
5 C -0.286 -2.542 -1.206
6 O -0.169 -2.586 -2.408
7 H 1.415 -1.090 1.703
8 H 0.090 -0.600 2.952
9 H -0.796 -2.105 1.585
10 H -1.486 -0.648 0.882
11 H 1.085 -1.173 -0.265
12 H -0.259 -0.462 -1.039
13 H -0.362 -3.440 -0.548
14 H 1.531 2.874 1.488
15 H 0.975 2.728 2.819
16 O 1.233 3.427 2.212
17 H -0.966 2.576 -2.119
18 H -2.155 1.691 -2.713
19 O -1.484 2.374 -2.913

Cartesian forces, eV/Å:
-0.949 -0.592 -0.734
0.018 0.411 0.302
-0.895 1.662 -0.655
0.257 -0.718 0.380
1.834 0.666 0.760
-0.688 -0.501 0.014
-0.044 -0.072 0.871
0.770 0.270 -0.266
0.149 -0.847 -0.446
0.385 -0.062 0.830
0.023 -0.495 -0.536
-0.311 0.540 0.014
-0.485 -0.237 -0.510
-0.114 -0.452 -0.366
-0.255 -0.297 -0.086
0.271 0.742 0.377
-0.447 -0.465 -0.086
0.847 0.598 0.268
-0.365 -0.152 -0.131

Here are the natural (NBO) charges for atoms 1 to 5, given in e: 0.02 -0.97 -0.45 -0.54 0.46

***

Entry 2:
Computed, not measured: 2 unconnected molecules or ions with the total composition C15H11N4O6 at a distorted geometry, with ωB97M-V/def2-TZVPD.

The HOMO energy comes out at -0.121 Eh. Its charge is -1.

Positions of all 36 atoms, in Å:
1 C 1.012 -4.045 -0.133
2 C 1.499 -2.767 -0.799
3 C 1.388 -1.574 0.008
4 C 2.132 -0.373 -0.182
5 C 2.835 -0.052 -1.386
6 C 3.433 1.193 -1.547
7 C 3.391 2.146 -0.516
8 C 2.778 1.819 0.705
9 C 2.181 0.581 0.884
10 O 1.949 -2.780 -1.959
11 H 0.064 -3.876 0.389
12 H 0.869 -4.814 -0.895
13 H 1.768 -4.401 0.585
14 H 0.738 -1.637 0.885
15 H 2.863 -0.810 -2.170
16 H 3.951 1.427 -2.479
17 H 3.865 3.119 -0.647
18 H 2.783 2.535 1.528
19 H 1.749 0.293 1.847
20 O -3.404 4.086 1.282
21 N -3.486 2.899 1.637
22 O -4.090 2.549 2.678
23 C -2.877 1.835 0.864
24 C -3.022 0.526 1.313
25 C -2.361 -0.529 0.642
26 N -2.591 -1.881 1.094
27 O -3.336 -2.067 2.078
28 O -2.043 -2.824 0.476
29 C -1.524 -0.302 -0.471
30 C -1.474 0.993 -1.023
31 N -0.935 1.433 -2.202
32 O -1.315 2.813 -2.219
33 N -2.034 3.203 -1.109
34 C -2.140 2.072 -0.368
35 H -3.634 0.313 2.185
36 H -0.985 -1.101 -0.973

Cartesian forces, eV/Å:
-0.030 -0.235 -0.180
-0.274 1.026 -0.088
-0.445 -0.584 -0.087
0.199 0.671 -0.033
-0.254 -0.015 0.253
-0.050 0.039 0.561
0.063 -0.130 -0.031
0.111 -0.081 -0.215
-0.010 -0.169 -0.545
0.024 -0.459 0.492
0.281 -0.058 0.003
0.019 0.043 0.069
-0.226 0.118 -0.146
0.566 -0.104 0.068
-0.060 0.349 0.227
-0.153 -0.048 0.211
-0.152 -0.225 0.026
0.025 -0.125 -0.196
0.035 0.213 -0.307
0.193 -2.071 0.085
-1.102 1.008 1.399
0.892 0.551 -1.561
0.282 -0.867 -0.291
0.247 0.996 -0.244
0.866 0.736 -1.269
-0.069 -2.235 0.372
1.063 0.513 -1.375
-0.940 1.999 0.985
-0.262 -1.463 0.256
0.447 1.522 -1.361
-1.570 1.347 2.240
0.130 -1.966 1.053
0.540 -2.344 0.205
-0.336 2.025 -0.564
0.204 0.099 -0.215
-0.251 -0.073 0.201

Here are the natural (NBO) charges for atoms 1 to 5, given in e: -0.70 0.49 -0.46 -0.05 -0.19

***

Entry 3:
Computed, not measured: C24H26N4O5 in the gas phase, with ωB97M-V/def2-TZVPD.

The HOMO energy comes out at -0.302 Eh. Its energy above the lowest of the compared OMol25 structures with the same formula, charge and spin is 1.8268 eV. Its charge is 0.

Positions of all 59 atoms, in Å:
1 C -7.751 -2.590 1.610
2 C -6.424 -1.848 1.652
3 O -6.148 -1.389 0.343
4 C -5.011 -0.686 0.115
5 C -4.057 -0.367 1.077
6 C -2.930 0.355 0.727
7 C -2.730 0.770 -0.583
8 N -1.593 1.542 -0.914
9 C -1.376 2.755 -0.150
10 C -0.368 2.675 1.001
11 O -0.212 3.625 1.740
12 N 0.289 1.509 1.136
13 C 1.445 1.397 1.992
14 C 2.699 1.295 1.182
15 C 2.938 1.541 -0.137
16 C 4.316 1.270 -0.341
17 C 4.806 0.886 0.865
18 O 3.833 0.892 1.797
19 C -0.701 1.249 -1.894
20 O 0.227 1.997 -2.147
21 C -0.870 -0.070 -2.635
22 C 0.517 -0.682 -2.828
23 C 1.114 -1.025 -1.476
24 O 0.495 -0.901 -0.437
25 N 2.389 -1.484 -1.552
26 C 3.251 -1.855 -0.523
27 C 2.867 -1.968 0.812
28 C 3.834 -2.336 1.728
29 C 5.128 -2.588 1.293
30 C 5.394 -2.466 -0.060
31 N 4.483 -2.111 -0.949
32 C -3.695 0.470 -1.542
33 C -4.815 -0.255 -1.199
34 H -8.000 -2.960 2.600
35 H -8.538 -1.924 1.268
36 H -7.685 -3.429 0.922
37 H -6.488 -0.997 2.344
38 H -5.624 -2.520 1.993
39 H -4.178 -0.675 2.103
40 H -2.197 0.596 1.481
41 H -2.328 3.109 0.248
42 H -0.979 3.518 -0.830
43 H 0.169 0.762 0.462
44 H 1.466 2.295 2.622
45 H 1.353 0.517 2.639
46 H 2.233 1.879 -0.868
47 H 4.859 1.354 -1.259
48 H 5.786 0.590 1.184
49 H -1.506 -0.751 -2.072
50 H -1.322 0.127 -3.608
51 H 0.464 -1.583 -3.441
52 H 1.165 0.046 -3.323
53 H 2.848 -1.491 -2.454
54 H 1.852 -1.767 1.106
55 H 3.581 -2.424 2.774
56 H 5.904 -2.873 1.984
57 H 6.380 -2.658 -0.462
58 H -3.568 0.816 -2.556
59 H -5.568 -0.494 -1.934

Cartesian forces, eV/Å:
0.373 0.237 -0.111
-0.155 -0.162 0.326
-0.043 0.022 -0.197
0.210 0.140 -0.134
-0.331 -0.170 0.100
0.082 0.074 -0.336
-0.368 -0.317 0.100
-0.002 0.330 0.272
0.215 0.530 -0.037
-0.348 -0.091 -0.148
-0.011 0.377 0.024
0.291 -0.398 -0.097
0.194 0.066 0.333
-0.391 0.210 -0.704
-0.245 -0.029 0.556
0.363 -0.124 0.480
0.301 0.112 -0.769
-0.236 0.064 0.489
-0.243 -0.357 -0.207
0.239 0.103 -0.104
0.376 -0.072 0.047
-0.343 0.211 0.091
0.352 -0.095 -0.574
-0.235 -0.066 0.303
-0.019 0.000 -0.266
0.239 -0.139 0.455
-0.084 -0.006 0.013
0.140 -0.028 -0.236
-0.034 -0.004 0.058
0.096 -0.100 0.191
-0.233 0.079 -0.372
0.035 0.047 0.222
-0.105 -0.148 0.154
-0.044 -0.047 0.094
-0.105 0.040 -0.003
-0.023 -0.103 -0.035
0.084 -0.082 -0.077
-0.039 0.132 -0.028
-0.042 -0.041 0.084
0.104 -0.001 0.087
0.140 -0.065 -0.007
-0.095 -0.072 0.186
-0.082 0.128 -0.003
-0.010 -0.222 -0.025
0.029 0.097 0.005
-0.256 0.076 -0.108
0.189 -0.013 -0.168
0.095 -0.066 0.141
0.027 0.036 -0.133
-0.045 -0.003 0.024
0.036 0.000 0.003
0.026 -0.092 -0.026
-0.125 0.023 0.092
-0.032 0.016 0.006
-0.034 0.008 0.073
0.092 -0.034 0.040
0.114 -0.038 0.060
0.012 0.053 -0.109
-0.094 -0.026 -0.095

Here are the natural (NBO) charges for atoms 1 to 5, given in e: -0.62 -0.06 -0.50 0.32 -0.32

***

Entry 4:
Computed, not measured: C26H31N3O5 in the gas phase, with ωB97M-V/def2-TZVPD.

The HOMO energy comes out at -0.293 Eh. Its energy above the lowest of the compared OMol25 structures with the same formula, charge and spin is 0.5409 eV. Its charge is 0.

Positions of all 65 atoms, in Å:
1 C -9.708 -1.651 1.390
2 O -9.174 -0.386 1.079
3 C -7.889 -0.320 0.629
4 C -7.045 -1.403 0.449
5 C -5.754 -1.204 -0.018
6 C -5.291 0.066 -0.309
7 N -4.004 0.344 -0.786
8 C -2.962 -0.501 -0.979
9 O -3.004 -1.700 -0.794
10 C -1.711 0.236 -1.471
11 C -0.630 -0.746 -1.930
12 C -0.006 -1.492 -0.746
13 N 0.487 -0.561 0.243
14 C 1.755 -0.371 0.656
15 O 2.038 0.467 1.494
16 C 2.831 -1.270 0.029
17 C 3.090 -0.899 -1.432
18 C 4.521 -0.384 -1.495
19 O 5.032 0.041 -2.508
20 N 5.081 -0.497 -0.265
21 C 6.383 -0.118 0.102
22 C 7.269 0.433 -0.822
23 C 8.545 0.798 -0.439
24 C 8.986 0.631 0.867
25 C 10.378 1.011 1.271
26 C 8.101 0.081 1.782
27 C 6.821 -0.290 1.415
28 C 4.180 -1.050 0.729
29 C -0.560 0.296 0.761
30 C -1.145 1.142 -0.368
31 C -6.149 1.171 -0.124
32 O -5.611 2.395 -0.431
33 C -6.418 3.536 -0.265
34 C -7.432 0.969 0.340
35 H -9.725 -2.306 0.514
36 H -9.147 -2.135 2.196
37 H -10.728 -1.466 1.723
38 H -7.367 -2.409 0.664
39 H -5.097 -2.044 -0.159
40 H -3.868 1.327 -0.980
41 H -2.012 0.855 -2.325
42 H -1.068 -1.480 -2.608
43 H 0.144 -0.195 -2.468
44 H 0.789 -2.141 -1.104
45 H -0.782 -2.110 -0.282
46 H 2.517 -2.310 0.137
47 H 2.996 -1.746 -2.114
48 H 2.430 -0.108 -1.792
49 H 6.957 0.578 -1.842
50 H 9.210 1.225 -1.176
51 H 11.040 0.148 1.190
52 H 10.401 1.355 2.303
53 H 10.768 1.796 0.628
54 H 8.413 -0.061 2.808
55 H 6.173 -0.707 2.168
56 H 4.585 -1.989 1.121
57 H 4.043 -0.339 1.552
58 H -0.121 0.930 1.533
59 H -1.342 -0.329 1.206
60 H -1.915 1.801 0.036
61 H -0.352 1.766 -0.789
62 H -6.725 3.659 0.778
63 H -5.798 4.381 -0.561
64 H -7.305 3.495 -0.904
65 H -8.118 1.785 0.494

Cartesian forces, eV/Å:
-0.070 -0.186 0.043
0.154 0.283 -0.081
0.186 -0.064 -0.057
-0.478 0.064 0.161
0.184 0.160 -0.088
-0.169 -0.123 0.089
-0.195 0.490 0.003
0.263 0.488 -0.302
-0.083 -0.336 0.059
0.165 -0.085 -0.115
-0.212 -0.137 0.144
-0.026 -0.259 -0.356
-0.352 0.072 0.065
0.313 -0.339 0.016
0.159 0.267 0.138
0.030 0.163 0.165
0.055 -0.023 -0.081
-0.425 -0.115 -0.357
0.068 0.086 -0.179
-0.108 -0.057 0.246
0.374 0.109 -0.022
-0.031 0.044 -0.256
-0.028 -0.063 0.225
-0.021 0.026 0.032
0.006 -0.092 -0.014
0.078 0.058 -0.112
-0.166 -0.066 -0.029
-0.123 -0.078 0.485
-0.006 0.471 0.178
-0.034 -0.132 0.100
0.012 -0.160 0.021
0.112 -0.584 0.013
-0.127 0.270 0.017
-0.053 0.079 0.006
0.015 0.017 0.034
-0.010 0.009 -0.038
0.066 -0.067 -0.016
-0.066 -0.088 0.032
0.029 -0.008 -0.011
0.158 -0.172 -0.028
-0.006 -0.040 0.068
0.039 0.004 -0.049
0.013 0.006 -0.019
0.014 -0.009 0.055
0.188 -0.009 -0.078
0.033 0.081 -0.051
0.013 0.060 -0.023
0.024 -0.028 -0.058
-0.029 -0.011 0.001
0.060 0.054 -0.080
0.109 0.008 0.021
0.067 0.047 0.054
0.075 0.060 0.002
0.020 -0.005 0.104
-0.104 -0.041 0.040
-0.026 0.063 -0.008
0.074 -0.215 -0.114
-0.143 -0.136 -0.080
0.027 0.005 0.041
0.016 0.064 -0.007
-0.008 0.040 0.017
0.007 -0.022 -0.041
-0.096 -0.028 0.035
0.031 -0.014 0.031
-0.047 0.141 0.002

Here are the natural (NBO) charges for atoms 1 to 5, given in e: -0.25 -0.49 0.31 -0.32 -0.21

***

Entry 5:
Computed, not measured: a molecular structure, C4H8FN2 at a distorted geometry, with ωB97M-V/def2-TZVPD.

The HOMO energy comes out at -0.085 Eh. Its energy above the lowest of the compared OMol25 structures with the same formula, charge and spin is 1.2452 eV. Its charge is -1.

Positions of all 15 atoms, in Å:
1 C -0.300 0.324 -0.515
2 C 0.861 -0.277 0.168
3 F -0.201 1.795 -0.509
4 H 0.723 -1.246 0.659
5 H 0.725 -0.144 2.408
6 N -0.431 0.016 -1.929
7 H -0.509 -1.000 -2.007
8 H 0.450 0.253 -2.382
9 C -1.605 0.036 0.208
10 H -2.446 0.473 -0.348
11 H -1.743 -1.053 0.288
12 H -1.574 0.465 1.220
13 C 2.147 0.202 -0.094
14 N 3.217 0.623 -0.329
15 H 0.686 -0.469 3.163

Cartesian forces, eV/Å:
0.070 0.802 0.521
0.483 0.070 0.423
0.042 -1.057 -0.067
0.115 0.522 -0.254
-0.059 -0.768 1.655
-0.490 -0.032 -0.903
0.110 0.357 0.103
-0.024 -0.055 0.179
-0.195 -0.137 0.015
0.214 -0.156 0.109
-0.054 0.252 0.017
0.065 -0.182 -0.349
0.045 -0.243 -0.235
-0.376 -0.150 0.170
0.054 0.777 -1.384

Here are the natural (NBO) charges for atoms 1 to 5, given in e: 0.49 -0.77 -0.43 0.21 0.06

***

Entry 6:
Computed, not measured: a molecular structure, C29H19Cl7N5SeTi at a distorted geometry, with ωB97M-V/def2-TZVPD.

The HOMO energy (spin up / spin down) comes out at -0.225 / -0.229 Eh. Its energy above the lowest of the compared OMol25 structures with the same formula, charge and spin is 0.2698 eV. Its spin multiplicity is 2. Its charge is 0.

Positions of all 62 atoms, in Å:
1 Ti -0.322 -0.027 0.053
2 C 3.917 1.866 1.159
3 C 2.586 1.431 1.259
4 N 2.017 0.656 0.364
5 C 2.760 0.235 -0.685
6 C 4.099 0.590 -0.859
7 C 4.671 1.452 0.096
8 C 4.858 0.050 -1.955
9 C 4.294 -0.827 -2.806
10 C 2.910 -1.197 -2.673
11 C 2.292 -2.102 -3.558
12 C 0.971 -2.416 -3.388
13 C 0.258 -1.797 -2.352
14 N 0.810 -0.923 -1.526
15 C 2.132 -0.650 -1.651
16 H 4.325 2.505 1.930
17 H 1.977 1.721 2.106
18 H 5.702 1.765 -0.020
19 H 5.894 0.345 -2.062
20 H 4.867 -1.272 -3.609
21 H 2.873 -2.537 -4.362
22 H 0.460 -3.119 -4.030
23 H -0.793 -2.005 -2.191
24 N -0.495 3.188 1.376
25 C -0.511 2.208 2.363
26 C -0.657 2.698 3.673
27 C -0.733 1.819 4.723
28 C -0.673 0.453 4.458
29 C -0.513 0.058 3.154
30 N -0.408 0.905 2.110
31 C -0.320 3.250 -0.003
32 C -0.581 4.491 -0.599
33 C -0.325 4.655 -1.939
34 C 0.212 3.594 -2.661
35 C 0.416 2.410 -1.992
36 N 0.138 2.216 -0.696
37 H -0.830 4.062 1.739
38 H -0.714 3.766 3.835
39 H -0.841 2.189 5.734
40 H -0.746 -0.289 5.239
41 H -0.505 -0.989 2.892
42 H -0.994 5.298 -0.008
43 H -0.538 5.602 -2.418
44 H 0.441 3.667 -3.714
45 H 0.812 1.552 -2.522
46 Cl 1.780 -1.989 1.698
47 C 0.316 -2.909 1.322
48 C -0.684 -2.257 0.606
49 C -1.743 -3.119 0.289
50 Cl -3.003 -2.594 -0.800
51 C -1.840 -4.441 0.723
52 Cl -3.207 -5.424 0.330
53 C -0.814 -5.004 1.478
54 Cl -0.895 -6.643 2.007
55 C 0.299 -4.227 1.769
56 Cl 1.612 -4.904 2.667
57 Cl -0.011 0.523 -5.411
58 C -1.739 0.323 -4.972
59 Cl -2.014 0.533 -3.245
60 H -2.035 -0.676 -5.268
61 H -2.290 1.077 -5.521
62 Se -2.552 0.701 -0.010

Cartesian forces, eV/Å:
-1.456 1.095 1.301
-0.131 -0.006 0.074
0.107 -0.014 -0.024
0.174 -0.301 -0.313
-0.263 -0.129 -0.136
0.236 0.094 0.030
-0.038 -0.071 -0.088
-0.106 0.028 0.095
-0.098 -0.025 0.003
0.074 -0.179 -0.255
0.034 0.085 0.074
-0.096 0.099 0.180
0.049 0.012 -0.159
0.505 -0.238 -0.439
0.136 0.193 0.095
0.010 0.018 -0.019
0.006 0.022 0.005
0.012 -0.015 0.033
0.013 -0.010 0.012
-0.008 0.027 -0.023
-0.002 -0.022 0.009
0.021 0.002 -0.026
0.004 -0.001 -0.007
-0.081 -0.114 -0.043
-0.016 0.132 -0.057
-0.004 -0.027 -0.041
0.000 -0.063 -0.013
0.028 0.055 0.040
-0.031 -0.070 -0.130
0.219 0.020 -0.043
0.119 -0.022 0.194
-0.001 -0.024 -0.043
0.001 -0.018 -0.019
-0.021 0.028 0.052
0.043 -0.083 -0.010
-0.115 -0.095 -0.005
0.025 0.086 0.028
0.001 0.003 0.012
-0.021 -0.009 0.007
-0.022 0.008 0.013
0.065 -0.001 0.014
0.007 0.009 0.006
0.008 0.004 -0.004
-0.001 0.012 -0.006
-0.064 -0.023 -0.014
-0.098 -0.102 0.011
0.208 0.127 0.131
0.229 -0.240 0.113
-0.177 0.088 -0.259
0.098 0.022 0.043
-0.027 -0.164 0.049
0.053 0.045 0.006
0.012 -0.003 -0.010
-0.016 0.053 0.003
0.009 -0.024 0.048
-0.045 0.013 -0.034
-0.079 -0.015 0.045
0.118 0.099 -0.094
-0.086 -0.076 -0.080
0.021 -0.003 0.000
-0.013 -0.017 -0.002
0.474 -0.274 -0.330

Here are the natural (NBO) charges for atoms 1 to 5, given in e: 0.97 -0.25 0.09 -0.45 0.24

***

Number 1: E -12515.8320 eV. Number 2: E -33970.9784 eV. Number 3: E -41509.4217 eV. Number 4: E -42174.4774 eV. Number 5: E -9974.6982 eV. Number 6: E -213953.2489 eV.